This record from the OMol25 dataset describes a molecular structure, C22H36O3P2Pt at a distorted geometry. The level of theory is ωB97M-V/def2-TZVPD.

Calculated values
HOMO (spin up / spin down) ... -0.2475 / -0.2475 Eh
Energy relative to the best compared isomer or geometry (same formula, charge and spin) ... 60.7 kcal per mole
F_max ... 0.0910 Eh/bohr
Frontier orbital gap (spin up / spin down) ... 0.2046 / 0.1785 hartree
Expectation value of S² ... 2.29

Geometry as ORCA input:
```
! RIJCOSX wB97M-V def2-TZVPD def2/J DEFGRID3
* xyz 0 3
Pt 0.58493 3.56726 2.66742
P 1.41569 2.18926 1.12891
P 1.76963 0.38478 -2.34211
O -2.44571 0.43763 1.33059
O -1.09583 -0.96319 2.45585
O -4.58500 -0.33752 0.48530
C 3.00796 -0.73036 -3.17263
C -4.27064 -3.78681 2.71212
C 2.67583 1.83151 -1.74909
C -5.51314 -2.42880 1.15155
C -1.00970 -1.49715 -2.14088
C -4.48094 -1.45588 1.17236
C 2.71957 1.85933 2.39137
C 1.09314 -2.62659 -1.31503
C -5.41907 -3.57139 1.93006
C 2.26119 -2.12153 -0.51397
C 0.39539 0.37050 -1.17474
C -1.01239 -0.08465 -1.62848
C 0.79269 -0.15106 0.09910
C -3.23289 -2.86249 2.70426
C 0.42542 -2.03657 -2.33110
C -2.19473 -0.68211 1.94615
C 2.90991 1.85680 -0.25271
C 1.48789 4.09657 0.72345
C -3.31505 -1.68390 1.97613
C -1.24264 3.07142 3.32525
C 1.83293 -1.07625 0.53210
C 0.80411 0.87240 -3.82046
H -3.65582 0.24258 0.78932
H -1.53931 -1.54934 -3.09472
H 2.11422 2.70158 -2.12734
H 3.96105 -0.73271 -2.64131
H 0.31331 1.83533 -3.62460
H 3.11280 0.85233 2.25030
H 3.21345 -0.31481 -4.16402
H -1.52574 -2.12799 -1.41306
H -0.02752 -0.08363 0.83174
H 1.07943 4.06825 -0.28400
H -1.39660 0.62172 -2.36996
H 0.85306 4.83992 1.23046
H 2.67605 -1.76140 -3.31052
H 3.62906 1.76351 -2.29769
H 3.08445 -1.71593 -1.09363
H 2.28212 1.94926 3.39313
H -6.22824 -4.29276 1.93023
H 3.50698 2.60049 2.24207
H 0.05500 0.11591 -4.10925
H 0.28126 1.46750 -1.13753
H -2.31926 -3.02789 3.28299
H 0.70329 -3.55914 -0.88381
H 0.71526 -2.16059 -3.37915
H 1.51849 0.99462 -4.64365
H -1.29095 2.08602 3.80213
H -1.64123 0.04202 -0.73867
H 1.34789 -1.62448 1.36452
H 2.51543 4.43098 0.71221
H -4.20777 -4.68905 3.32363
H 2.70838 -0.60141 1.02566
H -6.38442 -2.23525 0.53374
H -1.64490 2.95340 2.33026
H 3.39366 0.92089 0.07161
H 2.67432 -2.97901 0.01541
H -1.78040 3.80992 3.92042
H 3.54464 2.71796 -0.02771
*
```

Want to see where the charge sits? The Löwdin charges in e are: Pt 0.630; P 0.822; P 0.995; O -0.047; O -0.014; O -0.015; C -0.165; C -0.119; C -0.323; C -0.031; C -0.143; C -0.310; C -0.309; C -0.090; C -0.106; C -0.181; C -0.444; C -0.154; C -0.177; C -0.051; C -0.166; C -0.562; C -0.330; C -0.371; C -0.083; C -0.342; C -0.194; C -0.162; H 0.070; H 0.114; H 0.096; H 0.059; H 0.072; H 0.023; H 0.061; H 0.128; H 0.070; H 0.029; H 0.113; H -0.015; H 0.050; H 0.094; H 0.064; H 0.020; H 0.093; H 0.044; H 0.068; H 0.110; H 0.112; H 0.136; H 0.101; H 0.055; H -0.026; H 0.110; H 0.135; H 0.023; H 0.089; H 0.093; H 0.104; H -0.057; H 0.059; H 0.118; H -0.033; H 0.062